ORCA calculation (ωB97M-V with the def2-TZVPD basis set) on a molecular structure, C22H28BF6N3NiO10PS2Te.

```
75
Properties=species:S:1:pos:R:3:forces:R:3:mulliken_charge:R:1
Ni -1.2762 -0.8472 0.1256 -0.24 0.12 0.83 2.332
F -0.8572 -1.8500 5.1591 0.00 0.01 0.00 -0.215
C -1.4018 -2.6102 4.2065 0.02 0.14 0.05 0.579
F -2.6878 -2.2814 4.0852 0.02 -0.02 0.00 -0.184
F -1.3177 -3.8844 4.5819 0.01 0.02 0.00 -0.219
S -0.5112 -2.3510 2.6117 -0.39 0.39 -0.60 1.000
O -0.8793 -0.9763 2.2387 0.30 -0.67 -0.25 -0.831
O 0.8520 -2.6480 2.8972 -0.04 -0.01 -0.06 -0.658
N -1.1421 -3.4148 1.6429 -0.08 -0.17 0.40 -0.478
S -2.6257 -3.3421 1.1004 0.08 0.08 0.01 0.876
O -3.0637 -1.9936 0.7835 0.02 0.09 -0.06 -0.771
O -3.5586 -4.1644 1.8071 0.04 -0.03 -0.03 -0.626
C -2.3683 -4.2018 -0.5221 0.19 -0.10 0.10 0.668
F -3.4177 -3.9741 -1.3076 -0.15 0.06 -0.02 -0.228
F -2.2831 -5.5200 -0.3085 0.01 0.02 -0.01 -0.251
F -1.2694 -3.8012 -1.1345 0.00 0.03 -0.03 -0.184
N -3.7630 6.0321 0.1156 0.00 -0.04 -0.02 -0.374
C -4.3015 4.9881 0.8138 -0.03 0.27 0.01 0.236
O -5.3260 5.1113 1.4554 -0.02 -0.06 0.01 -0.631
C -3.5387 3.7050 0.7546 0.14 -0.30 -0.02 0.959
C -2.2037 3.6262 0.3877 0.09 0.14 -0.03 -1.083
C -1.5880 2.3843 0.3282 0.05 -0.03 -0.08 -0.423
N -2.2271 1.2504 0.5954 -0.21 0.18 0.29 0.250
C -3.5018 1.3275 0.9784 0.02 -0.03 -0.05 -0.596
C -4.1912 2.5242 1.0761 -0.20 0.02 0.03 -0.777
H -4.3280 6.8613 0.0516 0.00 0.01 0.00 0.239
H -3.0807 5.8694 -0.6031 -0.01 -0.01 0.00 0.198
H -1.6246 4.5153 0.1703 0.03 -0.06 0.00 0.406
H -0.5481 2.2842 0.0459 0.03 0.02 -0.01 0.328
H -3.9813 0.3804 1.2001 -0.03 0.01 0.02 0.543
H -5.2270 2.5578 1.3862 0.02 -0.04 0.00 0.464
C -0.8124 -3.0067 -5.7333 -0.02 0.03 0.03 -1.293
C -0.6883 -1.6527 -5.0721 0.05 -0.09 -0.02 -0.265
O -1.2652 -1.7495 -3.7655 0.00 0.09 0.04 -0.067
P -1.4355 -0.4219 -2.8726 -0.01 -0.07 0.11 0.193
O -2.0398 -0.9053 -1.5727 0.15 -0.01 -0.77 -0.195
Te 0.5343 0.8490 -2.7036 -0.03 0.14 -0.35 -0.427
O -2.5372 0.4225 -3.6867 -0.02 -0.04 0.11 -0.374
C -3.9012 -0.0485 -3.6463 -0.01 0.01 0.01 -0.378
C -4.6752 0.6529 -2.5508 0.05 0.00 -0.02 -0.679
H -0.3297 -2.9877 -6.7119 -0.01 -0.01 0.00 0.386
H -1.8601 -3.2795 -5.8640 0.01 -0.01 0.00 0.301
H -0.3321 -3.7678 -5.1185 0.01 0.00 -0.02 0.298
H -1.2096 -0.8821 -5.6460 -0.01 0.02 -0.01 0.311
H 0.3592 -1.3560 -4.9751 -0.03 0.03 0.02 0.307
H -3.9165 -1.1306 -3.4993 0.01 0.00 -0.01 0.264
H -4.3170 0.1725 -4.6300 0.00 -0.01 -0.01 0.406
H -4.2356 0.4197 -1.5824 -0.02 -0.01 -0.01 -0.137
H -5.7148 0.3188 -2.5576 0.00 0.01 0.01 0.417
H -4.6509 1.7338 -2.6988 -0.01 -0.01 0.00 0.294
C 5.3728 1.6314 3.4605 0.01 -0.02 0.02 -1.742
C 5.8560 1.0045 2.1461 0.00 0.07 -0.06 2.191
C 7.0329 0.0844 2.4736 0.01 -0.01 -0.01 -2.069
C 6.3560 2.1212 1.2142 -0.01 -0.02 0.05 -1.613
C 4.7151 0.2604 1.4490 0.02 -0.04 -0.02 0.686
C 4.9084 -0.9734 0.8329 0.04 -0.01 0.05 -0.250
C 3.8857 -1.6443 0.1548 -0.03 0.01 0.00 -2.047
C 2.6555 -1.0380 0.1071 0.06 -0.02 -0.04 0.977
O 1.5016 -1.4778 -0.4557 0.00 -0.13 -0.17 -0.722
B 0.5434 -0.4448 -0.2752 0.17 -0.03 0.76 0.537
O 1.1559 0.5769 0.5420 -0.11 0.00 -0.19 -0.732
C 2.4456 0.1964 0.7097 0.10 0.09 0.06 0.072
C 3.4481 0.8586 1.3786 -0.05 0.02 -0.05 -0.877
H 6.2141 2.0924 3.9847 -0.01 0.00 -0.01 0.459
H 4.9326 0.8739 4.1117 0.01 0.01 0.00 0.380
H 4.6269 2.4079 3.2933 -0.01 -0.01 0.01 0.326
H 7.7828 0.6403 3.0411 0.01 0.00 0.00 0.442
H 7.5164 -0.2898 1.5700 0.00 -0.02 0.01 0.382
H 6.7119 -0.7694 3.0736 0.01 0.00 -0.01 0.444
H 7.1629 2.6879 1.6890 -0.01 0.00 -0.01 0.410
H 5.5469 2.8115 0.9695 0.00 0.00 0.00 0.359
H 6.7302 1.6996 0.2792 0.00 0.00 0.01 0.363
H 5.8765 -1.4529 0.8791 0.00 0.01 0.01 0.273
H 4.0502 -2.6109 -0.3022 0.00 0.01 0.00 0.488
H 3.2377 1.8160 1.8374 0.00 -0.02 -0.01 0.355
```
Forces are in eV/Å.

Results
E = -144497.6872 eV
total charge = -1
ΔE to the lowest compared entry with this formula, charge and spin = 127.13 kJ/mol
E_LUMO (alpha / beta) = 0.0801 / 0.0801 hartree
gap between HOMO and LUMO (alpha / beta) = 6.62 / 6.62 eV

***

ORCA calculation (ωB97M-V with the def2-TZVPD basis set) on C3H4O2S in the gas phase at a distorted geometry.

```
10
Properties=species:S:1:pos:R:3:forces:R:3:mulliken_charge:R:1
C -1.8755 0.6065 0.0474 -2.45 0.71 -2.45 0.714
C -1.1652 -0.0312 1.1562 2.03 -1.43 -3.08 -0.620
C 0.1034 0.0376 -0.0050 -2.64 1.06 2.62 -0.020
O -2.9939 0.9949 -0.1605 1.04 -0.37 0.67 -0.551
O -0.8916 0.6292 -0.9202 0.51 -0.76 1.26 -0.276
S 1.4185 1.2515 0.3346 0.38 -0.76 -0.57 -0.213
H -0.9369 0.6534 1.8540 0.65 2.40 2.76 0.232
H -1.5930 -0.9138 1.6280 0.32 -0.24 -0.52 0.279
H 0.3994 -0.9572 -0.2391 0.65 -0.36 -0.78 0.340
H 1.1089 1.7462 1.5363 -0.50 -0.26 0.09 0.116
```
Forces are in eV/Å.

Results
E = -18104.5712 eV
ΔE to the lowest compared entry with this formula, charge and spin = 144.15 kJ/mol
E_LUMO = 0.0215 hartree
gap between HOMO and LUMO = 10.60 eV
SMILES = O=C1C[C@H](S)O1

***

ORCA calculation (ωB97M-V with the def2-TZVPD basis set) on a gas-phase ion, C3N3O (charge +1) at a distorted geometry.

```
7
Properties=species:S:1:pos:R:3:forces:R:3:mulliken_charge:R:1
C 0.0740 1.5582 -0.1666 0.71 2.36 -0.93 0.065
C 1.7267 -0.3950 -0.0810 -0.91 0.99 0.43 0.319
C -1.7933 -0.2253 -0.0643 2.70 0.70 0.78 0.602
N 2.6829 -0.9983 0.0346 1.43 -1.21 -0.15 -0.085
N -0.6746 0.4235 0.2990 -4.42 -2.75 0.86 -0.152
N 0.7285 0.4733 0.0129 -0.05 -0.70 -0.73 0.282
O -2.7442 -0.8365 -0.0346 0.54 0.60 -0.27 -0.031
```
Forces are in eV/Å.

Results
E = -9612.4593 eV
total charge = +1
ΔE to the lowest compared entry with this formula, charge and spin = 494.53 kJ/mol
E_LUMO = -0.2711 hartree
gap between HOMO and LUMO = 9.81 eV

***

ORCA calculation (ωB97M-V with the def2-TZVPD basis set) on 3 unconnected molecules or ions with the total composition C27H60BrNP at a distorted geometry.

```
90
Properties=species:S:1:pos:R:3:forces:R:3:mulliken_charge:R:1
Br -0.2510 0.8853 -2.6119 0.00 0.02 0.35 -0.614
C -0.6473 -0.4073 3.2128 0.53 0.43 0.55 -1.307
C 0.3145 -0.2936 2.0397 -0.35 0.14 -0.14 0.076
C 0.2633 -1.4918 1.1103 -0.12 -0.33 0.01 -0.729
C 1.2671 -1.3214 -0.0266 -0.26 -0.25 0.08 -0.619
P 1.2510 -2.6411 -1.2522 0.19 0.76 0.08 1.009
C 2.3619 -2.1322 -2.5966 -0.77 -0.23 0.42 -1.225
C 3.7005 -1.5578 -2.1719 0.03 0.68 -0.07 -0.454
C 4.3707 -0.8082 -3.3238 1.11 -0.51 -0.02 -0.388
C 5.8032 -0.4344 -2.9544 0.39 -0.03 0.67 -1.421
C 1.7466 -4.2004 -0.4962 -0.08 -0.27 -0.42 -1.329
C 3.2322 -4.3397 -0.1590 0.15 0.22 -0.21 -0.866
C 3.4828 -5.5355 0.7505 0.13 0.07 -0.07 -0.649
C 3.1906 -6.8646 0.0640 0.29 -0.71 0.20 -1.199
C -0.3906 -2.8192 -1.9579 0.10 -0.96 -0.35 -0.984
C -1.3187 -3.7767 -1.2050 -0.29 0.11 0.12 -0.366
C -2.7258 -3.7759 -1.8025 0.16 -0.09 0.24 -0.865
C -3.5393 -2.5373 -1.4515 -0.76 0.05 -0.78 -0.925
H -1.6855 -0.5170 2.9043 0.01 -0.26 -0.02 0.137
H -0.5895 0.4856 3.8452 -0.07 0.08 -0.18 0.402
H -0.3301 -1.2060 3.8869 -0.32 -0.26 -0.19 0.446
H 1.3342 -0.1260 2.3942 0.00 0.01 0.01 0.493
H 0.0334 0.5638 1.4178 0.22 0.10 0.13 -0.227
H -0.7588 -1.5698 0.7267 0.05 0.00 -0.13 0.072
H 0.4545 -2.4244 1.6542 0.02 0.09 0.09 0.451
H 2.2711 -1.2652 0.3996 0.06 0.15 -0.15 0.826
H 1.0182 -0.4142 -0.5955 0.24 0.02 -0.02 0.014
H 1.7501 -1.3709 -3.0996 0.12 0.01 -0.12 0.551
H 2.4457 -3.0043 -3.2508 0.15 0.11 -0.16 0.640
H 4.3509 -2.3342 -1.7693 0.11 -0.01 -0.16 0.180
H 3.5738 -0.8151 -1.3780 -0.15 -0.16 0.10 0.218
H 3.8441 0.1082 -3.5837 -0.39 -0.21 -0.11 0.360
H 4.4485 -1.4786 -4.1851 -0.37 0.21 -0.17 0.359
H 5.8286 0.2042 -2.0638 -0.07 0.10 -0.14 0.331
H 6.3599 0.0720 -3.7408 -0.22 0.07 -0.13 0.406
H 6.3969 -1.3123 -2.6778 -0.14 -0.08 -0.14 0.333
H 1.4569 -4.9756 -1.2151 -0.01 -0.04 0.10 0.677
H 1.1260 -4.3613 0.3894 -0.02 0.09 0.01 0.719
H 3.6205 -3.4029 0.2518 -0.06 -0.13 0.31 0.432
H 3.8102 -4.4941 -1.0760 -0.14 0.03 -0.06 0.374
H 2.8647 -5.4418 1.6469 0.11 -0.01 0.08 0.334
H 4.5259 -5.5283 1.0696 -0.02 0.12 0.03 0.382
H 3.4580 -6.8894 -0.9955 -0.24 0.32 -0.05 0.323
H 2.1628 -7.1978 0.2076 -0.07 0.11 -0.26 0.289
H 3.8159 -7.6582 0.4827 -0.12 0.08 0.21 0.385
H -0.1885 -3.3064 -2.9228 -0.05 0.24 -0.09 0.649
H -0.8288 -1.8469 -2.1847 0.16 0.22 0.18 0.237
H -1.4021 -3.5171 -0.1454 0.09 -0.03 0.00 0.269
H -0.9294 -4.7949 -1.2648 0.13 0.05 0.09 0.351
H -3.2267 -4.6616 -1.4075 -0.15 0.00 -0.18 0.398
H -2.6614 -3.8927 -2.8868 0.04 -0.04 0.01 0.370
H -4.1395 -2.6815 -0.5534 0.39 0.20 0.30 0.307
H -4.2866 -2.3643 -2.2343 0.05 -0.05 0.03 0.377
H -2.9620 -1.6116 -1.4387 0.15 -0.10 0.30 0.104
C -2.0232 5.7293 4.5768 0.35 0.26 -0.21 -1.280
C -2.0274 4.2951 4.1125 -0.67 -0.87 -0.29 -0.785
C -1.2404 4.0361 2.8328 0.18 -0.08 -0.16 0.216
C -1.9257 4.6583 1.6251 -0.44 -0.01 -0.04 -1.378
N -1.6437 3.9982 0.3071 -0.15 0.21 0.01 0.770
C -0.1763 4.1255 -0.0860 0.27 0.07 0.09 -0.379
C -0.1522 5.1853 -1.1638 -0.13 -0.11 -0.52 -0.687
C -1.4410 4.8772 -1.9194 -0.26 0.18 0.13 -0.584
C -2.4336 4.7068 -0.7836 -0.39 0.09 -0.31 -0.532
C -2.0103 2.5324 0.2828 0.48 0.32 0.03 -0.592
C -3.3651 2.1676 0.8258 -0.51 0.19 0.65 -0.192
C -3.6501 0.6755 0.6256 -0.19 -0.28 -0.26 -0.978
H -1.0181 6.1591 4.5497 0.06 -0.14 0.31 0.306
H -2.4291 5.7962 5.5824 -0.05 0.27 -0.02 0.407
H -2.5963 6.3535 3.8875 -0.25 0.00 0.20 0.306
H -3.0681 3.9913 3.9245 0.03 0.10 -0.06 0.250
H -1.7289 3.5640 4.8667 0.42 0.38 0.19 0.505
H -1.1281 2.9599 2.6870 -0.09 -0.01 0.03 -0.288
H -0.2265 4.4326 2.9314 -0.01 0.01 0.04 0.542
H -1.6924 5.7185 1.5242 0.18 -0.05 -0.12 0.603
H -3.0131 4.6017 1.7122 0.03 0.00 0.23 0.570
H 0.1551 3.1654 -0.4846 -0.12 -0.01 -0.05 0.180
H 0.3924 4.3579 0.8097 0.03 0.02 0.00 0.335
H 0.6961 5.1206 -1.8418 0.21 -0.12 0.28 0.436
H -0.1892 6.1945 -0.7491 0.02 0.00 0.03 0.305
H -1.3956 3.9346 -2.4702 0.35 0.06 -0.07 0.254
H -1.7006 5.6760 -2.6109 -0.22 -0.04 0.04 0.418
H -3.3028 4.1086 -1.0468 0.11 -0.18 0.03 0.277
H -2.8356 5.6451 -0.4014 0.36 0.08 0.12 0.430
H -1.2376 2.0401 0.8707 -0.03 -0.16 -0.11 -0.203
H -1.8339 2.2662 -0.7574 -0.19 -0.44 -0.09 0.507
H -4.1988 2.7571 0.4357 0.26 0.05 -0.47 0.440
H -3.4122 2.4077 1.8942 0.20 -0.16 0.01 -0.005
H -3.6128 0.1105 1.5558 0.05 0.06 0.03 0.371
H -2.9653 0.1999 -0.0796 0.14 0.17 0.03 -0.057
H -4.6430 0.5338 0.1993 -0.02 -0.03 0.10 0.395
```
Forces are in eV/Å.

Results
E = -109790.2366 eV
total charge = +1
ΔE to the lowest compared entry with this formula, charge and spin = 12.48 kJ/mol
E_LUMO = -0.0576 hartree
gap between HOMO and LUMO = 8.60 eV